A cluster of 2 separate species, C3H6N in total, computed with ωB97M-V/def2-TZVPD.

CARTESIAN COORDINATES (ANGSTROEM)
H 1.485 0.919 0.006
N 0.583 0.521 0.191
C -0.196 -0.426 -0.578
H -0.384 -0.820 1.448
C -0.804 0.818 -0.179
C 0.323 -0.794 0.750
H 1.203 -1.539 0.686
H -1.644 0.877 0.620
H -0.936 1.650 -1.011
H 0.369 -1.208 -1.933

Atoms 1-3, force components in eV/Å:
0.23 0.55 -0.30
0.12 0.31 1.19
1.87 -3.76 -4.50

Calculated values
Energy relative to the best compared isomer or geometry (same formula, charge and spin) = 101.30 kcal/mol
Net charge = +1
Lowest unoccupied orbital energy = -4.891 eV
Frontier orbital gap = 12.153 eV
Max |F| = 6.15 eV Å⁻¹

The ion C5H12NOS with charge +1, computed with ωB97M-V/def2-TZVPD.

CARTESIAN COORDINATES (ANGSTROEM)
H 3.513 -0.067 0.475
C 2.564 0.611 0.511
H 0.867 -1.302 1.048
H 1.304 -2.063 -0.518
S 0.316 1.514 -0.117
O -1.507 0.043 1.445
C 0.776 -1.210 0.027
H -2.011 0.858 1.761
C -1.167 0.260 0.151
H -3.005 -0.142 -0.905
C 1.446 0.167 -0.403
C -2.254 0.645 -0.828
H -0.979 -1.486 -1.086
N -0.709 -1.135 -0.147
H 2.950 1.526 0.104
H -1.989 1.119 -1.785
H 2.267 0.659 1.492
H -2.956 1.463 -0.451
H 1.831 0.233 -1.361
H -1.258 -1.693 0.589

Atoms 1-3, force components in eV/Å:
-1.66 0.76 -0.03
3.63 -2.61 -2.03
0.75 -0.34 2.29

Calculated values
Energy relative to the best compared isomer or geometry (same formula, charge and spin) = 12.52 kcal/mol
Net charge = +1
Lowest unoccupied orbital energy = -3.252 eV
Frontier orbital gap = 9.758 eV
Max |F| = 4.91 eV Å⁻¹

A cluster of 2 separate species, C7H17NO in total, computed with ωB97M-V/def2-TZVPD.

CARTESIAN COORDINATES (ANGSTROEM)
C -1.630 0.604 0.904
C 1.763 0.833 1.684
H 0.438 -3.303 -3.374
C -0.684 3.079 0.731
H 1.526 1.559 2.663
H -0.615 -1.145 0.503
N -0.538 1.552 0.461
C 0.195 -3.086 -2.238
H 1.180 0.310 -0.400
H -0.936 -3.388 -1.980
C -1.676 -0.825 0.881
H 0.811 -3.838 -1.813
C 0.930 1.144 0.398
H 0.327 3.228 1.462
H -0.385 -0.992 -1.617
H -0.336 3.527 -0.215
H -1.926 -1.154 1.897
H 0.940 -1.195 -2.857
H 1.381 1.929 -0.153
H -2.421 -1.043 0.088
H 1.581 -0.365 1.642
H -1.652 3.238 1.215
H 2.903 1.201 1.811
H 1.141 -1.345 -1.086
C 0.407 -1.557 -1.962
O -2.725 1.032 1.354

Atoms 1-3, force components in eV/Å:
-1.73 5.73 1.44
0.31 0.29 1.87
-1.12 0.58 2.01

Calculated values
Energy relative to the best compared isomer or geometry (same formula, charge and spin) = 120.32 kcal/mol
Net charge = 0
Lowest unoccupied orbital energy = 0.806 eV
Frontier orbital gap = 9.870 eV
Max |F| = 6.16 eV Å⁻¹

A cluster of 2 separate species, C9H14B2ClF3N3O5 in total, computed with ωB97M-V/def2-TZVPD.

CARTESIAN COORDINATES (ANGSTROEM)
H 6.489 -1.240 -1.967
H -6.846 2.318 0.164
H 7.625 -3.435 -2.430
Cl -2.403 4.717 -0.624
C -4.957 1.277 2.296
N 0.635 0.421 1.950
H 6.043 -4.182 -2.714
H -4.563 3.588 0.910
C 2.655 -1.746 -0.971
H 0.157 0.518 2.849
F 2.231 -1.843 0.284
C -3.718 1.691 1.576
H -0.611 2.533 -0.280
O 4.569 -1.993 -2.282
C -2.562 3.262 0.227
C -1.523 2.332 0.264
F 2.079 -2.715 -1.676
H 6.467 -3.606 -1.107
N -2.700 0.855 1.613
C -3.709 2.932 0.908
C 4.192 -1.805 -1.035
H -5.183 -0.380 -0.004
O -0.423 -0.762 0.040
O -7.089 1.767 0.913
H -5.298 2.112 2.899
B -6.074 0.877 1.187
H -4.743 0.429 2.937
H 1.018 1.357 1.804
H 6.120 -1.834 -3.579
H 0.451 -0.859 -0.380
C 6.569 -3.396 -2.171
F 2.185 -0.566 -1.458
O -5.958 -0.337 0.563
B -0.403 0.203 0.950
C 5.998 -2.040 -2.519
N -1.602 1.211 0.935
O 4.883 -1.664 -0.074

Atoms 1-3, force components in eV/Å:
-0.15 0.00 0.15
-0.58 0.07 -0.24
0.01 0.03 -0.03

Calculated values
Net charge = +1
Lowest unoccupied orbital energy = -4.954 eV
Frontier orbital gap = 8.695 eV
Max |F| = 1.40 eV Å⁻¹

- Which formula does entry 1 have?
  C3H6N

- Number 2 is which compound?
  C5H12NOS

- Which formula does entry 2 have?
  C5H12NOS